--- A ---
C15H18O | ωB97M-V/def2-TZVPD

Each atom is followed by the atoms it is bonded to, with distances in Å.
Positions of all 34 atoms, in Å:
1 C -4.389 0.672 -0.618  C2 1.480, H10 1.100, H11 1.106, H12 1.091
2 C -3.562 1.538 0.252  C1 1.480, C3 1.560, H13 1.099, H14 1.075
3 C -2.346 0.765 0.849  C2 1.560, C4 1.387, C9 1.387
4 C -2.044 0.956 2.190  C3 1.387, C5 1.384, H15 1.125
5 C -0.914 0.366 2.727  C4 1.384, C6 1.438, H16 1.069
6 C -0.501 -0.826 2.037  C5 1.438, O7 1.392, C8 1.382
7 O 0.443 -1.530 2.779  C6 1.392, H17 0.989
8 C -0.921 -1.193 0.772  C6 1.382, C9 1.389, H18 1.082
9 C -1.677 -0.218 0.135  C3 1.387, C8 1.389, H19 1.107
10 H -3.969 -0.120 -1.256  C1 1.100
11 H -5.052 1.243 -1.293  C1 1.106
12 H -5.203 0.075 -0.205  C1 1.091
13 H -3.268 2.452 -0.281  C2 1.099
14 H -4.147 2.041 1.001  C2 1.075
15 H -2.526 1.792 2.770  C4 1.125
16 H -0.586 0.597 3.718  C5 1.069
17 H 1.248 -0.957 2.809  O7 0.989
18 H -0.973 -2.239 0.500  C8 1.082
19 H -1.944 -0.425 -0.919  C9 1.107
20 C 1.337 1.142 -1.995  C21 1.521, H27 1.068, H28 1.074, H29 1.124
21 C 2.376 0.144 -1.508  C20 1.521, C22 1.383, C26 1.441
22 C 3.020 0.453 -0.323  C21 1.383, C23 1.408, H30 1.078
23 C 3.978 -0.477 0.125  C22 1.408, C24 1.386, H31 1.103
24 C 4.200 -1.746 -0.385  C23 1.386, C25 1.391, H32 1.077
25 C 3.510 -1.993 -1.567  C24 1.391, C26 1.360, H33 1.105
26 C 2.637 -1.124 -2.142  C21 1.441, C25 1.360, H34 1.082
27 H 0.837 0.783 -2.868  C20 1.068
28 H 1.612 2.173 -2.122  C20 1.074
29 H 0.594 1.121 -1.153  C20 1.124
30 H 2.903 1.401 0.177  C22 1.078
31 H 4.720 -0.155 0.874  C23 1.103
32 H 4.901 -2.411 0.092  C24 1.077
33 H 3.601 -2.946 -2.118  C25 1.105
34 H 2.105 -1.355 -3.055  C26 1.082

Computed properties:
HOMO-LUMO gap = 0.3396 Ha
HOMO level = -8.49 eV
charge = 0
structure (SMILES) = CCc1ccc(O)cc1.Cc1ccccc1
spin multiplicity = 1

***

--- B ---
C15H18O | ωB97M-V/def2-TZVPD

Each atom is followed by the atoms it is bonded to, with distances in Å.
Positions of all 34 atoms, in Å:
1 C 0.451 0.313 -3.030  C2 1.580, H10 1.139, H11 1.077, H12 1.113
2 C 1.411 1.474 -2.555  C1 1.580, C3 1.530, H13 1.082, H14 1.100
3 C 1.134 1.971 -1.134  C2 1.530, C4 1.369, C9 1.413
4 C 2.016 1.639 -0.141  C3 1.369, C5 1.399, H15 1.113
5 C 1.881 1.905 1.226  C4 1.399, C6 1.415, H16 1.038
6 C 0.645 2.560 1.440  C5 1.415, O7 1.364, C8 1.423
7 O 0.252 3.068 2.644  C6 1.364, H17 0.962
8 C -0.410 2.800 0.516  C6 1.423, C9 1.371, H18 1.084
9 C -0.171 2.360 -0.760  C3 1.413, C8 1.371, H19 1.097
10 H -0.356 0.592 -3.784  C1 1.139
11 H -0.081 -0.172 -2.228  C1 1.077
12 H 1.127 -0.359 -3.604  C1 1.113
13 H 2.419 1.085 -2.523  C2 1.082
14 H 1.042 2.297 -3.186  C2 1.100
15 H 3.005 1.181 -0.365  C4 1.113
16 H 2.626 1.830 1.945  C5 1.038
17 H 0.796 2.906 3.421  O7 0.962
18 H -1.217 3.439 0.856  C8 1.084
19 H -0.883 2.257 -1.589  C9 1.097
20 C -0.483 -3.294 -1.040  C21 1.506, H27 1.065, H28 1.098, H29 1.101
21 C -0.855 -2.607 0.248  C20 1.506, C22 1.439, C26 1.372
22 C -1.415 -1.281 0.226  C21 1.439, C23 1.341, H30 1.092
23 C -1.819 -0.610 1.314  C22 1.341, C24 1.425, H31 1.084
24 C -1.601 -1.193 2.596  C23 1.425, C25 1.371, H32 1.093
25 C -0.967 -2.407 2.644  C24 1.371, C26 1.436, H33 1.085
26 C -0.694 -3.198 1.476  C21 1.372, C25 1.436, H34 1.097
27 H 0.476 -3.747 -0.942  C20 1.065
28 H -0.419 -2.640 -1.919  C20 1.098
29 H -1.256 -4.023 -1.331  C20 1.101
30 H -1.510 -0.803 -0.750  C22 1.092
31 H -2.343 0.338 1.362  C23 1.084
32 H -1.734 -0.727 3.575  C24 1.093
33 H -0.725 -2.755 3.643  C25 1.085
34 H -0.344 -4.200 1.751  C26 1.097

Computed properties:
HOMO-LUMO gap = 0.3265 Ha
HOMO level = -8.09 eV
charge = 0
structure (SMILES) = CCc1ccc(O)cc1.Cc1ccccc1
spin multiplicity = 1

***

Compare the structures above. Which one is the most stable? B is.